Below is a structure of composition C48H46F5N3O3RuSb at a distorted geometry, with properties calculated with ωB97M-V/def2-TZVPD.

Properties
Expectation value of S²: 0.76
HOMO-LUMO gap (spin up / spin down) (eV): 6.792 / 6.435
Highest occupied orbital energy (spin up / spin down) (eV): -7.255 / -7.253
DFT total energy (hartree): -3080.9535
Spin multiplicity: 2

```
107
C48H46F5N3O3RuSb | OMol25 | ωB97M-V/def2-TZVPD
N 1.313 1.091 -0.395
H -1.828 4.342 -0.865
H 1.475 2.124 1.789
C -1.717 1.016 2.595
C -3.065 -2.835 1.279
H 0.278 -5.901 4.199
C 0.750 -3.206 -4.416
O -0.667 1.145 1.851
C 0.702 -1.719 -2.404
H 1.203 -4.292 2.595
H -3.090 -3.118 0.227
O -0.028 3.106 -1.828
N -2.006 3.292 0.917
C -0.138 -2.405 -3.514
C -1.132 3.675 -5.783
Ru -0.441 2.240 0.010
C -1.750 3.386 -3.485
C 0.127 -4.392 2.680
H 3.552 -1.027 -0.987
H 3.214 2.344 1.943
H -0.774 -1.739 -4.093
C 1.229 -4.171 -1.515
C 4.389 -1.665 3.145
H 2.816 2.502 -0.854
C -2.100 -3.702 2.050
C -2.162 -2.414 -2.091
C 3.604 -2.024 -0.537
C 2.009 -1.786 2.924
O -1.577 1.050 -1.262
H 1.835 -5.958 -0.488
H -5.032 1.838 2.918
C -2.147 4.528 0.155
H 3.339 1.077 0.059
C -1.156 -0.112 -1.675
H 0.559 5.988 1.796
H -3.680 -4.718 3.081
H 2.260 -4.593 -4.757
F -1.470 3.890 -7.059
F 1.147 3.604 -6.350
F -2.726 3.335 -2.565
C -2.949 1.688 2.389
C -4.093 1.339 3.140
C 0.344 -2.927 -1.437
F 1.830 3.218 -3.767
H 3.020 -1.535 4.800
C 1.632 -4.118 -4.009
H 0.386 5.605 -1.230
H 2.253 4.508 2.101
C -3.033 2.769 1.485
C -2.782 -0.169 4.440
C -0.391 -5.301 3.593
H 1.802 -4.510 0.535
C 2.539 1.813 -0.048
H -4.914 0.159 4.714
H 5.281 -1.559 3.750
H -3.228 -0.647 -1.764
C 1.305 -5.026 -0.288
H -2.772 -1.782 1.329
H 1.981 0.692 -2.312
H -1.102 6.383 0.042
C 0.056 5.109 1.370
H -0.136 4.407 2.181
C -1.766 -5.427 3.725
C 1.193 0.545 -1.566
C -2.250 -1.099 -1.882
C 1.786 -4.629 -2.646
C -1.269 5.606 0.789
C 3.130 -1.650 3.728
C -0.418 3.248 -3.066
Sb 0.115 -2.005 0.631
C 2.205 4.025 1.121
C -1.671 0.114 3.689
C 1.284 5.281 -0.713
C 4.496 -1.804 1.770
C -0.710 -3.596 1.891
H -3.184 4.873 0.122
H -2.185 -6.129 4.437
H 0.294 -5.269 0.050
H -2.695 -0.866 5.265
H 0.726 -2.946 -5.469
C 0.162 -0.390 -1.908
H -3.087 -2.973 -2.196
C 2.357 2.535 1.293
H 5.479 -1.808 1.310
H 1.756 -1.608 -2.654
H -1.081 -4.224 -2.571
H 2.872 -2.655 -1.028
H -4.074 -2.925 1.683
C 3.373 -1.943 0.948
N 0.950 4.416 0.422
H 1.888 4.727 -1.426
H 4.596 -2.425 -0.750
H -0.728 -0.368 3.913
C -4.031 0.417 4.145
H 3.055 4.392 0.544
C 0.528 3.326 -4.097
C -2.605 -4.635 2.957
H 1.030 -1.755 3.392
H -1.794 6.070 1.628
F -3.385 3.765 -5.136
C -2.102 3.605 -4.803
H 1.837 6.162 -0.367
C -0.898 -3.169 -2.377
C 2.103 -1.957 1.540
C 0.193 3.533 -5.419
H -4.014 3.225 1.337
H 2.400 -5.521 -2.559
```

=====

Below is the ion C4H8N5O with charge +1 at a distorted geometry, with properties calculated with ωB97M-V/def2-TZVPD.

Properties
HOMO-LUMO gap (eV): 8.817
Highest occupied orbital energy (eV): -12.157
ΔE to the lowest compared entry with this formula, charge and spin (kcal per mole): 85.39
DFT total energy (hartree): -505.8487
Total charge: +1

```
18
C4H8N5O | OMol25 | ωB97M-V/def2-TZVPD
N 1.407 0.318 0.253
H 1.615 2.429 0.246
N 2.424 -0.059 -0.636
H -0.059 -0.425 1.486
H 0.146 -1.733 -1.199
H -4.409 -0.453 0.560
H -3.762 1.021 -0.109
H 2.248 0.234 -1.596
N -1.520 -0.982 -0.522
H 3.318 0.321 -0.337
N -3.634 0.040 0.132
C -0.349 1.933 -0.149
C 0.882 1.643 0.147
C 0.581 -0.758 0.666
C -2.517 -0.528 -0.083
H 1.232 -1.571 1.000
O -1.501 2.095 -0.282
N -0.300 -1.357 -0.369
```

=====

Below is the ion C5H6N with charge +1 at a distorted geometry, with properties calculated with ωB97M-V/def2-TZVPD.

Properties
Expectation value of S²: 2.04
HOMO-LUMO gap (spin up / spin down) (eV): 9.544 / 8.678
Highest occupied orbital energy (spin up / spin down) (eV): -14.147 / -15.783
ΔE to the lowest compared entry with this formula, charge and spin (kcal per mole): 46.63
DFT total energy (hartree): -248.3849
Total charge: +1
Spin multiplicity: 3

```
12
C5H6N | OMol25 | ωB97M-V/def2-TZVPD
H -0.773 1.306 0.934
N 0.224 -0.063 -0.170
C 1.002 -2.276 0.281
H 1.069 -3.287 0.792
H -1.281 1.425 -0.694
H -0.947 -1.356 0.826
H 0.313 2.049 -0.277
C -0.315 1.251 -0.078
C 1.098 -0.233 -1.093
C 1.523 -1.901 -0.912
H 1.289 0.320 -1.919
C 0.045 -1.296 0.519
```

=====

Below is a structure of composition C23H11BrCl9CrN3O4S at a distorted geometry, with properties calculated with ωB97M-V/def2-TZVPD.

Properties
Expectation value of S²: 3.80
HOMO-LUMO gap (spin up / spin down) (eV): 5.803 / 5.852
Highest occupied orbital energy (spin up / spin down) (eV): -3.895 / -3.943
DFT total energy (hartree): -9506.7480
Total charge: -1
Spin multiplicity: 4

```
53
C23H11BrCl9CrN3O4S | OMol25 | ωB97M-V/def2-TZVPD
O 0.914 -2.530 -0.182
O -0.577 -4.262 2.036
C -3.268 0.170 1.802
C 1.802 0.245 -2.626
Br -4.350 1.698 2.153
C -3.063 -0.766 2.835
O 1.959 -0.205 -1.385
N -0.825 2.248 0.048
H -2.315 4.010 2.534
Cl -0.481 -4.096 -1.590
H -2.212 -2.628 3.398
N 0.287 1.461 0.073
C -2.350 -1.905 2.606
H -1.377 5.378 -0.047
C 2.297 -3.424 2.135
C 1.804 -4.585 1.672
C -1.973 4.878 1.973
H -2.750 5.641 2.014
C 1.119 -1.648 0.886
Cl 1.012 1.654 -6.838
H 3.381 2.151 0.669
C 2.598 1.184 -4.705
S 1.049 3.751 0.866
H -2.882 0.676 -0.240
C 0.477 0.197 -3.142
Cl 0.037 -6.348 0.568
C 0.257 0.633 -4.448
H 2.724 0.729 -0.068
C -1.676 4.495 0.524
C -1.929 -1.158 0.315
Cl 3.880 -3.383 2.848
C 2.837 0.752 -3.396
C -0.612 3.453 0.427
C -1.081 -3.317 1.065
Cr 0.282 -0.536 -0.566
Cl -1.347 0.568 -5.070
C 1.371 2.097 0.458
C 1.313 1.119 -5.224
C -2.724 -0.029 0.562
N 2.594 1.543 0.530
H -1.762 -1.408 -0.741
Cl 3.898 1.802 -5.656
O -0.458 -0.253 -2.338
C -1.787 -2.173 1.318
Cl 4.416 0.832 -2.699
C -0.069 -3.624 0.083
C 1.674 -2.110 2.007
Cl 1.839 -1.028 3.356
H -3.486 -0.581 3.814
Cl 2.766 -6.016 1.772
H -1.083 5.277 2.464
H -2.559 4.075 0.043
C 0.405 -4.702 1.110
```

=====

Below is a structure of composition C20H43DyN2OP3S at a distorted geometry, with properties calculated with ωB97M-V/def2-TZVPD.

Properties
Expectation value of S²: 9.33
HOMO-LUMO gap (spin up / spin down) (eV): 2.960 / 3.103
Highest occupied orbital energy (spin up / spin down) (eV): -14.050 / -14.050
DFT total energy (hartree): -3278.9766
Total charge: +3
Spin multiplicity: 6

```
71
C20H43DyN2OP3S | OMol25 | ωB97M-V/def2-TZVPD
H 3.070 -1.892 -1.105
P 0.045 0.730 -1.975
H 4.634 3.607 1.269
C 3.502 5.107 0.611
C -1.345 1.509 -2.890
H -5.541 -3.338 3.226
C -3.038 0.402 0.020
H -5.305 -3.517 1.487
C -2.278 1.370 0.682
H 1.855 -0.618 -2.905
C 3.940 6.187 1.405
H -1.927 2.310 0.229
H 2.543 1.512 1.226
C -1.904 -4.273 -0.605
H 1.031 -3.959 -1.293
N -3.871 -2.293 2.453
H -1.977 0.735 -3.339
H 3.641 0.382 2.083
H 3.338 -0.145 -1.103
H -1.984 -5.030 -1.395
P -1.092 -2.754 -1.248
H -3.128 -2.135 -2.440
H -3.878 -5.312 1.845
C 1.557 6.377 -0.079
H 2.097 1.842 -1.167
H 3.437 -2.228 2.209
H 2.172 -3.215 1.399
H 0.887 -2.891 -2.709
C 2.381 -2.269 1.917
C 3.092 7.306 1.540
Dy -0.685 -0.481 0.441
H -4.140 -5.173 3.598
C 2.424 5.293 -0.261
N -2.567 -3.990 2.850
H -0.025 -4.428 -2.652
H 0.645 2.750 -0.728
H 2.209 4.508 -0.983
H 4.899 6.166 1.939
C 3.286 -1.032 -0.460
C 1.882 7.377 0.837
C -3.863 -4.606 2.695
H -1.693 -1.793 -3.436
H -1.706 -4.493 3.004
H -3.616 -0.328 0.578
H 1.249 2.821 -2.397
H 3.352 8.129 2.214
H -1.323 -4.688 0.230
S -1.200 -1.669 2.783
C -2.586 -2.661 2.659
O 3.828 3.768 0.754
H -2.913 -4.035 -0.245
H 1.979 0.686 2.687
H 0.623 6.408 -0.653
C 0.964 -0.126 -3.310
H -0.995 2.183 -3.679
C 0.341 -3.582 -2.056
C 2.601 0.572 1.791
H 0.346 -0.894 -3.785
C 1.113 2.166 -1.529
C -4.789 -3.422 2.444
P 1.997 -0.859 0.811
H -2.274 -3.476 -3.251
H 4.253 -1.184 0.039
H -2.178 1.328 1.783
H -1.968 2.073 -2.187
H -3.336 0.490 -1.035
H -4.146 -1.353 2.183
H 1.729 -2.242 2.800
H 1.279 0.588 -4.080
H 1.197 8.216 1.000
C -2.144 -2.512 -2.741
```

=====

Below is a structure of composition C9H4Br2ClNO5PtSe2Te2, with properties calculated with ωB97M-V/def2-TZVPD.

Properties
HOMO-LUMO gap (eV): 6.241
Highest occupied orbital energy (eV): -8.334
ΔE to the lowest compared entry with this formula, charge and spin (kcal per mole): 8.31
DFT total energy (hartree): -11842.5192

```
27
C9H4Br2ClNO5PtSe2Te2 | OMol25 | ωB97M-V/def2-TZVPD
H -3.745 2.729 1.001
Te 1.255 -4.068 0.917
C -2.978 2.024 0.716
N 0.025 -0.627 -0.291
H -3.201 -0.689 -2.377
O 3.293 0.437 1.901
Se 3.172 -2.472 -2.260
O 4.262 2.470 0.996
C -2.295 -0.671 -1.787
O 2.663 1.205 -0.198
H 0.740 -2.126 -1.502
Cl 3.847 1.167 0.703
C -1.779 2.007 1.436
C -1.259 -1.512 -2.069
Br -4.821 1.251 -1.280
Br -1.541 3.195 2.871
Se 0.727 -2.085 2.418
O 0.388 1.058 1.754
C -0.097 -1.477 -1.286
O 4.877 0.386 0.128
Te 3.263 -2.365 0.122
C -0.748 1.128 1.120
C -0.997 0.246 0.029
Pt 1.632 -0.408 0.879
C -3.187 1.170 -0.336
H -1.306 -2.219 -2.884
C -2.192 0.245 -0.718
```